54
Properties=species:S:1:pos:R:3:nbo_charge:R:1 method="wB97M-V/def2-TZVPD" e_tot_ev=-26321.740 smiles=CCO.CCO.CCO.CCO.CCO.CO.O homo_energy_ha=-0.3535 lumo_energy_ev=0.26 e_above_lowest_kcal_mol=4.0 total_charge=0 homo_lumo_gap_ha=0.3632
C 2.25 -4.46 -2.12 -0.251
O 3.25 -3.84 -1.32 -0.750
H 2.22 -5.52 -1.90 0.173
H 1.26 -4.05 -1.90 0.181
H 2.46 -4.34 -3.19 0.156
H 3.09 -2.89 -1.27 0.483
C 0.77 -3.31 2.49 -0.640
C -0.67 -2.97 2.66 -0.061
O -1.32 -2.81 1.39 -0.749
H 0.92 -4.27 2.00 0.216
H 1.27 -3.46 3.46 0.208
H 1.35 -2.57 1.94 0.203
H -0.79 -2.01 3.18 0.148
H -1.20 -3.69 3.28 0.177
H -0.73 -2.32 0.80 0.488
C -1.88 4.05 -3.65 -0.622
C -3.18 3.33 -3.32 -0.056
O -3.65 2.63 -4.48 -0.724
H -1.13 3.30 -3.90 0.211
H -1.64 4.57 -2.72 0.205
H -2.04 4.73 -4.48 0.214
H -3.93 4.06 -2.99 0.152
H -3.02 2.62 -2.50 0.153
H -4.56 2.37 -4.29 0.467
C -0.79 1.15 -0.61 -0.645
C -0.08 0.24 0.39 -0.074
O 0.30 -1.01 -0.20 -0.787
H -1.48 0.59 -1.25 0.219
H -0.15 1.63 -1.36 0.197
H -1.33 1.96 -0.10 0.215
H -0.81 0.00 1.16 0.198
H 0.77 0.75 0.86 0.167
H 1.21 -0.88 -0.55 0.507
C 4.27 -1.23 0.76 -0.643
C 3.82 -0.21 -0.26 -0.066
O 2.96 -0.88 -1.20 -0.765
H 4.82 -0.74 1.57 0.219
H 4.89 -2.03 0.36 0.231
H 3.45 -1.69 1.33 0.221
H 4.69 0.16 -0.80 0.177
H 3.31 0.63 0.22 0.167
H 2.91 -0.39 -2.03 0.493
C -2.91 3.62 3.64 -0.644
C -1.62 2.87 3.81 -0.066
O -1.10 2.39 2.59 -0.719
H -3.59 3.14 2.92 0.215
H -2.77 4.62 3.22 0.199
H -3.52 3.68 4.54 0.219
H -1.77 2.03 4.50 0.180
H -0.92 3.53 4.34 0.156
H -0.82 3.14 2.06 0.463
O -0.71 -2.19 -2.66 -0.967
H -1.66 -2.33 -2.55 0.468
H -0.44 -1.70 -1.87 0.487